71
Properties=species:S:1:pos:R:3:forces:R:3:lowdin_charge:R:1 method="wB97M-V/def2-TZVPD" e_lumo_ev="2.69 / 2.69" total_energy_ev=-49536.085 charge=-1 relative_energy_kcal_mol=4.22 gap_ha="0.224 / 0.224"
W 0.8215 -0.4958 0.1369 -0.1 -0.2 -0.2 1.7745
O 1.2623 3.3750 3.6883 0.0 0.0 0.0 0.0186
C 1.1110 3.9601 2.4813 0.0 0.0 0.0 -0.2881
C 1.1817 5.3541 2.4311 0.0 0.0 0.0 -0.0327
C 1.0248 6.0273 1.2334 0.0 0.0 0.0 -0.1142
C 0.8000 5.3208 0.0567 0.0 0.0 0.0 -0.1100
C 0.7289 3.9385 0.1097 0.0 0.0 0.0 -0.0381
C 0.8715 3.2412 1.3032 0.0 0.0 0.0 -0.0977
C 0.7726 1.7371 1.2260 0.0 0.0 0.1 -0.5996
O 1.7614 1.1926 0.3228 0.0 0.1 0.0 -0.2521
N 1.0039 1.0857 2.5061 -0.1 0.0 0.0 0.0471
N 0.9808 -0.1805 2.1957 0.1 0.1 0.1 -0.1955
C 1.1778 -1.1813 3.0638 0.0 0.0 0.0 -0.1022
C 1.0748 -2.4300 2.4627 0.0 0.0 0.0 -0.2746
C 1.2098 -3.6811 3.1210 0.0 0.0 0.0 -0.0486
C 1.0497 -4.8415 2.4290 0.0 0.0 0.0 -0.1086
C 0.7548 -4.7857 1.0464 0.0 0.0 0.0 -0.0987
C 0.6477 -3.5626 0.4518 0.0 0.0 0.0 -0.1379
N 0.7935 -2.3908 1.1155 0.0 0.0 0.1 -0.0792
H 1.2329 2.3883 3.5397 0.0 0.0 0.0 0.0554
H 1.3595 5.8870 3.3570 0.0 0.0 0.0 0.1059
H 1.0809 7.1098 1.2179 0.0 0.0 0.0 0.0897
H 0.6807 5.8412 -0.8853 0.0 0.0 0.0 0.0869
H 0.5467 3.3536 -0.7845 0.0 0.0 0.0 0.1161
H 1.3737 -0.9977 4.1103 0.0 0.0 0.0 0.1104
H 1.4378 -3.6800 4.1792 0.0 0.0 0.0 0.1039
H 1.1495 -5.7969 2.9294 0.0 0.0 0.0 0.0920
H 0.6190 -5.6821 0.4583 0.0 0.0 0.0 0.0873
H 0.4337 -3.4764 -0.6060 0.0 0.0 0.0 0.1064
C 5.0921 -0.6246 -0.3893 0.0 0.0 0.0 -0.0120
C 3.6615 -0.6622 -0.8454 0.0 0.0 0.0 -0.4417
O 2.8406 -1.1464 0.0001 -0.1 0.0 0.0 -0.1477
C 3.3235 -0.2247 -2.1200 0.0 0.0 0.0 -0.0224
C 2.0502 -0.3484 -2.6937 0.0 0.0 0.0 -0.3051
C 1.9071 -0.1622 -4.1761 0.0 0.0 0.0 -0.0385
N 0.9802 -0.6535 -1.9776 0.1 0.0 0.0 -0.1000
N -0.1616 -0.9589 -2.7169 0.0 0.0 0.0 0.0894
C -1.0926 -1.3176 -1.8979 0.0 0.0 0.1 -0.4510
O -0.9250 -1.3664 -0.6039 0.1 0.0 0.0 -0.2232
C -2.4130 -1.7410 -2.4288 0.0 0.0 0.0 -0.1459
C -2.6901 -1.6823 -3.7930 0.0 0.0 0.0 -0.0319
C -3.9257 -2.0866 -4.2701 0.0 0.0 0.0 -0.0947
C -4.8963 -2.5530 -3.3912 0.0 0.0 0.0 -0.1061
C -4.6241 -2.6101 -2.0325 0.0 0.0 0.0 -0.0852
C -3.3873 -2.2048 -1.5510 0.0 0.0 0.0 -0.0254
H 5.1674 0.1060 0.4184 0.0 0.0 0.0 0.0933
H 5.7767 -0.3520 -1.1905 0.0 0.0 0.0 0.0715
H 5.3658 -1.5966 0.0217 0.0 0.0 0.0 0.0845
H 4.1235 0.1164 -2.7608 0.0 0.0 0.0 0.0969
H 2.8429 0.1897 -4.6050 0.0 0.0 0.0 0.0697
H 1.1053 0.5438 -4.3895 0.0 0.0 0.0 0.0799
H 1.6229 -1.1054 -4.6437 0.0 0.0 0.0 0.0807
H -1.9243 -1.3158 -4.4630 0.0 0.0 0.0 0.1054
H -4.1358 -2.0363 -5.3315 0.0 0.0 0.0 0.0949
H -5.8626 -2.8671 -3.7663 0.0 0.0 0.0 0.0931
H -5.3780 -2.9684 -1.3427 0.0 0.0 0.0 0.0980
H -3.1599 -2.2369 -0.4939 0.0 0.0 0.0 0.1134
C -1.9391 2.4692 2.0000 0.0 0.0 0.0 -0.0414
C -1.7304 1.1961 1.1719 0.0 0.0 -0.1 -0.5980
C -2.0494 -0.0071 2.0724 0.0 0.0 0.0 -0.0543
C -2.7357 1.2358 0.0163 0.0 0.0 0.0 -0.0455
N -0.3847 1.1444 0.5585 0.0 -0.1 0.0 -0.0675
H -2.9709 2.4859 2.3622 0.0 0.0 0.0 0.0804
H -1.7727 3.3687 1.4067 0.0 0.0 0.0 0.0827
H -1.2774 2.4938 2.8671 0.0 0.0 0.0 0.0774
H -3.0956 0.0466 2.3889 0.0 0.0 0.0 0.0768
H -1.4224 -0.0001 2.9638 0.0 0.0 0.0 0.0673
H -1.8931 -0.9481 1.5440 0.0 0.0 0.0 0.0575
H -3.7595 1.3070 0.3962 0.0 0.0 0.0 0.0790
H -2.6627 0.3404 -0.5955 0.0 0.0 0.0 0.0475
H -2.5326 2.1025 -0.6157 0.0 0.0 0.0 0.0816

=====

80
Properties=species:S:1:pos:R:3:forces:R:3:lowdin_charge:R:1 method="wB97M-V/def2-TZVPD" e_lumo_ev="4.18 / 4.18" total_energy_ev=-166842.090 multiplicity=2 charge=-2 gap_ha="0.119 / 0.243"
Ca -0.3350 -0.1040 0.5734 -0.1 0.0 -1.4 1.2700
N 0.2182 -3.4333 3.1815 0.1 0.0 -0.1 0.1213
C 1.3399 -3.8712 2.5143 0.0 0.0 0.0 -0.0729
C 1.7532 -2.8246 1.7484 0.0 0.0 -0.1 -0.0965
N 0.8965 -1.7717 1.9124 -0.2 0.2 0.0 0.0243
C -0.0193 -2.1663 2.7652 0.1 -0.2 0.2 -0.3325
C -1.1773 -1.3727 3.1558 -0.1 0.0 0.3 -0.3292
N -1.3780 -0.1260 2.7899 0.3 -0.1 0.0 0.0276
C -2.6099 0.2208 3.2817 0.0 0.0 -0.1 -0.1114
C -3.1519 -0.8341 3.9449 0.0 0.0 0.0 -0.0755
N -2.2174 -1.8438 3.8859 0.0 0.0 -0.1 0.1178
H -0.4631 -4.0291 3.6243 0.0 0.0 0.0 0.1159
H 1.7279 -4.8649 2.6451 0.0 0.0 0.0 0.1031
H 2.5955 -2.7535 1.0807 0.0 0.0 0.0 0.1120
H -3.0202 1.2005 3.1067 0.0 0.0 0.0 0.1083
H -4.0980 -0.9669 4.4373 0.0 0.0 0.0 0.1056
H -2.4389 -2.8305 3.9550 0.0 0.0 0.0 0.0958
S -3.1105 0.3374 -0.9473 0.0 0.0 0.1 0.4794
C -2.5583 1.8944 -0.6177 0.1 0.0 0.0 -1.2105
N -1.3652 2.1760 -0.1395 0.0 0.1 0.4 -0.0956
C -1.1656 3.5355 0.0287 0.0 0.0 -0.2 -0.3282
C 0.0191 4.1272 0.4659 0.0 0.0 0.0 -0.0236
C 0.0911 5.5060 0.5521 0.0 0.0 0.0 -0.0918
C -0.9951 6.3087 0.2014 0.0 0.0 0.0 -0.1233
C -2.1747 5.7344 -0.2483 0.0 0.0 0.0 -0.1204
C -2.2512 4.3518 -0.3336 0.0 -0.1 0.0 -0.5032
S -3.5500 3.3389 -0.8976 0.0 0.1 0.0 0.9493
H 0.8589 3.5071 0.7429 0.0 0.0 0.0 0.0743
H 1.0081 5.9631 0.9026 0.0 0.0 0.0 0.0986
H -0.9177 7.3868 0.2768 0.0 0.0 0.0 0.0854
H -3.0170 6.3530 -0.5345 0.0 0.0 0.0 0.0933
C -0.7593 -3.3886 -3.3254 0.0 0.1 0.1 -0.1285
C 0.5210 -3.6248 -3.8878 0.1 0.0 0.0 -0.1452
C 1.5755 -2.8615 -3.4730 0.0 0.0 0.0 -0.0825
C 1.3999 -1.8377 -2.5009 0.0 -0.1 -0.1 -0.2696
N 0.1582 -1.6758 -1.8915 0.0 0.1 0.2 0.0256
C -0.8513 -2.4179 -2.3439 0.0 -0.1 -0.1 -0.2233
C 2.4807 -0.9754 -2.1200 0.0 0.1 0.0 -0.1644
C 3.8269 -1.4335 -2.1352 0.0 0.0 0.0 -0.0745
C 4.8728 -0.6594 -1.6807 0.0 0.0 0.0 -0.1388
C 4.6412 0.6214 -1.1740 0.0 0.0 0.0 -0.1238
C 3.3372 1.1099 -1.1970 0.0 0.0 0.0 -0.0889
C 2.2692 0.3725 -1.6868 0.0 -0.1 0.0 -0.2503
H -1.6349 -3.9523 -3.6172 0.0 0.0 0.0 0.0674
H 0.6642 -4.3764 -4.6576 0.0 0.0 0.0 0.0755
H 2.5464 -2.9888 -3.9370 0.0 0.0 0.0 0.0861
H -1.8086 -2.2287 -1.8721 0.0 0.0 0.0 0.0468
H 4.0298 -2.4467 -2.4634 0.0 0.0 0.0 0.0849
H 5.8771 -1.0719 -1.6875 0.0 0.0 0.0 0.0805
H 5.4436 1.2169 -0.7585 0.0 0.0 0.0 0.0813
H 3.1408 2.1154 -0.8352 0.0 0.0 0.0 0.1066
F 1.4683 1.2719 1.3934 -0.1 0.0 0.1 -0.3542
As 2.3624 1.8043 2.8548 -0.3 -0.1 0.0 0.7231
F 2.9468 3.1563 1.9399 0.0 0.0 -0.1 -0.2536
F 0.9674 2.7321 3.3125 0.0 -0.1 -0.1 -0.2534
F 3.2027 2.3471 4.2679 0.1 0.0 0.0 -0.2602
F 1.7199 0.4333 3.6975 0.1 0.1 0.1 -0.2505
F 3.7207 0.8707 2.3549 0.0 0.0 0.0 -0.2398
C 2.4250 2.0488 -4.4809 0.0 0.0 0.0 -0.1755
Si 0.7537 1.8056 -3.6547 0.0 -0.1 -0.1 0.5212
C -0.2911 0.6310 -4.6808 0.1 0.0 0.0 -0.1665
C -0.1329 3.4619 -3.5149 0.0 -0.1 0.0 -0.1694
C 0.9636 1.0859 -1.9255 0.0 0.2 0.1 -0.2463
H 2.3111 2.4797 -5.4799 0.0 0.0 0.0 0.0174
H 2.9369 1.0871 -4.5671 0.0 0.0 0.0 0.0314
H 3.0668 2.7033 -3.8867 0.0 0.0 0.0 0.0265
H -0.4440 0.9924 -5.7018 0.0 0.0 0.0 0.0192
H -1.2676 0.4950 -4.2076 0.0 0.0 0.0 0.0298
H 0.1863 -0.3523 -4.7225 0.0 0.0 0.0 0.0251
H -0.2503 3.9427 -4.4902 0.0 0.0 0.0 0.0205
H 0.4144 4.1432 -2.8577 0.0 0.0 0.0 0.0284
H -1.1286 3.3231 -3.0832 0.0 0.0 0.0 0.0190
H 0.0873 0.4327 -1.8475 0.1 0.1 0.1 0.0174
H 0.8590 1.9179 -1.2242 0.0 0.0 0.0 0.0498
B -2.9372 -4.3238 1.9978 0.0 0.0 0.0 -0.4282
C -2.2853 -3.1700 1.1114 -0.1 0.0 -0.1 -0.2080
N -1.7985 -2.2935 0.5374 0.0 -0.2 0.4 0.0696
H -2.2690 -4.4447 3.0343 0.0 0.0 0.0 -0.0221
H -2.9078 -5.3786 1.4069 0.0 0.0 0.0 -0.0048
H -4.0670 -3.9955 2.2984 0.0 0.0 0.0 0.0017

=====

75
Properties=species:S:1:pos:R:3:forces:R:3:lowdin_charge:R:1 method="wB97M-V/def2-TZVPD" e_lumo_ev=3.56 total_energy_ev=-108567.217 charge=-2 relative_energy_kcal_mol=0.00 gap_ha=0.210
Ru 1.1539 -0.7794 -1.8688 -0.7 0.5 0.2 1.0266
Cl -1.3444 -2.8535 0.2080 0.0 0.0 0.0 0.7095
C -0.9893 -3.1452 -1.4869 0.0 0.1 0.2 -0.6540
C -0.0273 -2.3788 -2.1356 0.1 0.0 -0.3 -0.3697
C 0.1111 -2.7976 -3.4571 0.0 0.0 -0.1 -0.6203
Cl 1.4425 -1.6124 -4.2227 0.0 -0.1 0.0 0.5095
C -0.4806 -3.7024 -4.2500 0.0 -0.1 0.2 -0.1422
Cl -4.3879 2.2091 -6.7183 0.0 0.2 0.0 -0.7659
C -1.4248 -4.3958 -3.5056 0.1 0.0 0.1 -0.7373
Cl -2.3585 -5.6820 -4.3053 -0.1 -0.1 -0.1 0.5063
C -1.6895 -4.1639 -2.1553 0.1 0.1 -0.3 -0.7194
Cl -2.8697 -5.0984 -1.2893 -0.1 -0.1 0.1 0.5853
C -3.5500 1.5595 5.5958 0.0 0.0 0.0 -0.0836
C -3.7229 1.4643 4.0799 0.0 0.0 0.0 -0.5653
C -4.1238 2.8517 3.5598 0.0 0.0 0.0 -0.0550
C -4.8579 0.4713 3.7929 0.0 0.0 0.0 -0.0515
C -2.4479 1.0005 3.3728 0.0 0.0 0.0 -0.1854
C -1.2766 0.7034 4.0623 0.0 0.0 0.0 -0.0478
C -0.1140 0.2684 3.4099 0.0 0.0 0.0 0.0088
C -0.1634 0.1403 2.0451 0.0 0.0 0.0 -0.2304
O 0.7988 -0.2617 1.1747 -0.1 0.0 0.0 0.0919
B 0.2021 -0.2558 -0.1299 0.2 0.0 0.0 -0.5982
O -1.1205 0.2423 0.0194 0.0 0.1 -0.1 0.0822
C -1.3263 0.4400 1.3414 0.0 0.0 0.0 -0.2271
C -2.4679 0.8638 1.9743 0.0 0.0 0.0 0.0592
H -4.4881 1.8906 6.0478 0.0 0.0 0.0 0.0779
H -2.7743 2.2784 5.8674 0.0 0.0 0.0 0.0809
H -3.2909 0.5928 6.0315 0.0 0.0 0.0 0.0819
H -5.0424 3.1909 4.0471 0.0 0.0 0.0 0.0779
H -4.2978 2.8389 2.4838 0.0 0.0 0.0 0.0772
H -3.3353 3.5795 3.7625 0.0 0.0 0.0 0.0868
H -5.7808 0.7950 4.2827 0.0 0.0 0.0 0.0782
H -4.5999 -0.5230 4.1620 0.0 0.0 0.0 0.0898
H -5.0540 0.3857 2.7242 0.0 0.0 0.0 0.0789
H -1.2462 0.7995 5.1387 0.0 0.0 0.0 0.0876
H 0.7868 0.0324 3.9616 0.0 0.0 0.0 0.1108
H -3.3552 1.0711 1.3897 0.0 0.0 0.0 0.1260
O 2.5064 1.4057 -2.1990 0.0 -0.1 -0.1 -0.1439
N 3.2586 1.9887 -1.3395 -0.1 0.0 0.1 -0.2097
C 3.5464 3.3063 -1.4935 0.0 -0.1 0.0 -0.0201
C 4.3372 3.9699 -0.5836 0.0 0.0 0.0 -0.0731
C 4.8482 3.2954 0.5156 0.0 0.0 0.0 -0.0971
C 4.5322 1.9536 0.6580 0.0 -0.1 0.0 -0.0500
C 3.7405 1.3079 -0.2684 -0.1 0.1 0.0 -0.0008
H 3.1009 3.7473 -2.3719 0.0 0.0 0.0 0.1343
H 4.5398 5.0196 -0.7466 0.0 0.0 0.0 0.1019
H 5.4695 3.8045 1.2393 0.0 0.0 0.0 0.0954
H 4.8942 1.3741 1.4967 0.0 0.0 0.0 0.1073
H 3.4208 0.2624 -0.2593 0.1 0.0 0.0 0.0801
C -0.3215 2.6614 -1.6823 0.0 0.0 0.0 -0.0097
C -0.8325 1.7215 -2.7159 -0.1 0.1 -0.1 -0.3792
N -0.5162 0.4542 -2.8913 0.2 0.1 0.1 0.0066
C -1.3274 -0.0004 -3.9189 0.0 -0.1 0.1 -0.1292
C -2.1307 0.9955 -4.3693 0.1 -0.1 -0.1 -0.0858
N -1.7952 2.0834 -3.5961 0.0 0.0 0.1 0.1046
H 0.6654 2.3395 -1.3608 0.0 0.0 0.0 0.0446
H -0.9854 2.6769 -0.8157 0.0 0.0 0.0 0.0784
H -0.2489 3.6744 -2.0848 0.0 0.0 0.0 0.0788
H -1.2692 -1.0177 -4.2546 -0.1 0.0 -0.1 0.0751
H -2.8646 1.0633 -5.1690 0.1 0.1 0.1 -0.0191
H -2.2185 2.9916 -3.6649 0.0 0.0 -0.1 0.1499
C 3.2662 -3.5657 -1.8736 0.0 0.0 0.0 -0.0634
C 3.0547 -2.7200 -0.6184 0.0 0.1 0.0 -0.6938
C 4.4043 -2.4994 0.0809 0.0 0.0 0.0 -0.0843
C 2.1027 -3.4331 0.3378 -0.1 0.0 0.0 -0.0549
N 2.5495 -1.3961 -0.9944 0.3 -0.3 0.1 -0.1326
H 3.7682 -4.5003 -1.6036 0.0 0.0 0.0 0.0776
H 3.8850 -3.0336 -2.5990 0.0 0.0 0.0 0.0715
H 2.3167 -3.8031 -2.3516 0.0 0.0 0.0 0.0593
H 4.8677 -3.4487 0.3658 0.0 0.0 0.0 0.0688
H 4.2645 -1.8987 0.9841 0.0 0.0 0.0 0.0689
H 5.0882 -1.9654 -0.5836 0.0 0.0 0.0 0.0711
H 2.5547 -4.3635 0.6959 0.0 0.0 0.0 0.0808
H 1.1729 -3.6710 -0.1706 0.0 0.0 0.0 0.0368
H 1.8675 -2.8002 1.1958 0.0 0.0 0.0 0.0748